# 1
This record from the Open Molecules 2025 dataset describes a 5-piece molecular cluster, C33H66ClN6O6S overall in a non-equilibrium geometry. The level of theory is ωB97M-V/def2-TZVPD.

Properties
- Spin multiplicity: 1
- Total charge: +1

Each atom is followed by the atoms it is bonded to, with distances in Å.
Geometry (Å):
1 C 5.64380 0.23243 3.43988  C2 1.589, H28 1.132, H29 1.128, H30 1.129
2 C 5.51072 0.65840 1.91520  C1 1.589, C3 1.582, H31 1.126, H32 1.126
3 C 5.54273 -0.58091 0.93262  C2 1.582, C4 1.580, H33 1.131, H34 1.125
4 C 4.11497 -1.13947 0.55261  C3 1.580, C5 1.597, H35 1.125, H36 1.132
5 C 3.27462 -1.58008 1.83690  C4 1.597, C6 1.587, H37 1.120, H38 1.123
6 C 1.80051 -1.87874 1.32903  C5 1.587, C7 1.597, H39 1.137, H40 1.132
7 C 1.03991 -0.49521 1.08947  C6 1.597, C8 1.615, H41 1.129, H42 1.131
8 C 0.31708 -0.42510 -0.35284  C7 1.615, C9 1.567, H43 1.120, H44 1.117
9 C -1.20263 -0.69206 -0.08079  C8 1.567, N10 1.382, N23 1.380
10 N -1.74466 -1.96355 -0.05478  C9 1.382, C11 1.479, C16 1.440
11 C -1.07573 -3.25935 -0.29965  N10 1.479, C12 1.602, H45 1.119, H46 1.128
12 C -1.09002 -3.49877 -1.88401  C11 1.602, O13 1.436, H47 1.131, H48 1.125
13 O 0.03682 -2.91709 -2.55799  C12 1.436, C14 1.398
14 C 1.23259 -3.58421 -2.27668  O13 1.398, O15 1.200, H49 1.134
15 O 1.29234 -4.78138 -2.22140  C14 1.200
16 C -3.12964 -1.74468 0.27174  N10 1.440, C17 1.561, C18 1.455
17 C -4.11938 -2.93843 0.45299  C16 1.561, H50 1.121, H51 1.118, H52 1.131
18 C -3.40889 -0.32390 0.41297  C16 1.455, C19 1.557, N23 1.445
19 C -4.73396 0.40942 0.77525  C18 1.557, S20 1.843, H53 1.134, H54 1.127
20 S -6.26547 -0.52393 0.35058  C19 1.843, C21 1.853
21 C -7.41646 -0.51683 1.80335  S20 1.853, C22 1.601, H55 1.121, H56 1.126
22 C -8.88194 -0.73816 1.19793  C21 1.601, H57 1.124, H58 1.126, H59 1.130
23 N -2.13109 0.30029 0.15831  C9 1.380, C18 1.445, C24 1.467
24 C -1.78847 1.72651 0.17010  N23 1.467, Cl25 1.847, C26 1.596, H60 1.116
25 Cl -1.96047 2.28106 1.92355  C24 1.847
26 C -2.75858 2.62661 -0.72228  C24 1.596, C27 1.587, H61 1.126, H62 1.121
27 C -1.95815 3.70325 -1.56959  C26 1.587, H63 1.126, H64 1.123, H65 1.129
28 H 5.15231 1.05084 4.04764  C1 1.132
29 H 6.71432 0.07060 3.75474  C1 1.128
30 H 5.11180 -0.73549 3.67154  C1 1.129
31 H 4.60895 1.30271 1.71406  C2 1.126
32 H 6.42241 1.27485 1.67598  C2 1.126
33 H 6.01091 -0.21348 -0.02907  C3 1.131
34 H 6.14444 -1.44486 1.33000  C3 1.125
35 H 4.13027 -2.03953 -0.12234  C4 1.125
36 H 3.54464 -0.30804 0.03836  C4 1.132
37 H 3.21187 -0.78009 2.61781  C5 1.120
38 H 3.67497 -2.53998 2.26112  C5 1.123
39 H 1.90240 -2.45561 0.35422  C6 1.137
40 H 1.22843 -2.56924 2.02024  C6 1.132
41 H 1.72969 0.38786 1.22892  C7 1.129
42 H 0.25080 -0.44243 1.89861  C7 1.131
43 H 0.50304 0.55598 -0.85901  C8 1.120
44 H 0.79622 -1.22282 -0.97061  C8 1.117
45 H -0.02439 -3.29968 0.08277  C11 1.119
46 H -1.62871 -4.09181 0.22262  C11 1.128
47 H -1.99752 -2.93285 -2.25308  C12 1.131
48 H -1.28151 -4.57340 -2.15422  C12 1.125
49 H 2.13613 -2.93767 -2.05016  C14 1.134
50 H -4.87615 -2.94809 -0.37453  C17 1.121
51 H -3.62528 -3.92895 0.61234  C17 1.118
52 H -4.70444 -2.72049 1.39572  C17 1.131
53 H -4.68992 0.61478 1.89004  C19 1.134
54 H -4.82649 1.42412 0.29309  C19 1.127
55 H -7.34276 0.45114 2.36346  C21 1.121
56 H -7.15549 -1.36481 2.49747  C21 1.126
57 H -9.59397 -0.24547 1.91398  C22 1.124
58 H -9.05553 -1.84556 1.09189  C22 1.126
59 H -8.94151 -0.31958 0.14971  C22 1.130
60 H -0.74492 1.95033 -0.15439  C24 1.116
61 H -3.40371 3.19304 0.00656  C26 1.126
62 H -3.45542 2.02443 -1.36161  C26 1.121
63 H -1.02946 3.96117 -0.98730  C27 1.126
64 H -2.63553 4.58758 -1.71145  C27 1.123
65 H -1.71354 3.24110 -2.56982  C27 1.129
66 C 3.33203 -5.99577 -7.61073  C67 1.507, H71 1.088, H72 1.092, H73 1.092
67 C 4.31332 -5.69721 -6.50733  C66 1.507, O68 1.220, N69 1.364
68 O 5.50941 -5.90104 -6.63039  C67 1.220
69 N 3.82615 -5.18308 -5.34219  C67 1.364, C70 1.447, H74 1.009
70 C 2.45311 -4.87312 -5.00463  N69 1.447, H75 1.094, H76 1.089, H77 1.087
71 H 3.86996 -6.39728 -8.46744  C66 1.088
72 H 2.60542 -6.74006 -7.27988  C66 1.092
73 H 2.82202 -5.08190 -7.92110  C66 1.092
74 H 4.54095 -5.00944 -4.65125  N69 1.009
75 H 2.39084 -3.80856 -4.75940  C70 1.094
76 H 2.17669 -5.45342 -4.12612  C70 1.089
77 H 1.76782 -5.09754 -5.81783  C70 1.087
78 C 10.75627 2.69674 0.19912  C79 1.507, H83 1.089, H84 1.091, H85 1.091
79 C 9.39935 2.56201 0.83970  C78 1.507, O80 1.224, N81 1.359
80 O 9.18726 1.77700 1.75405  C79 1.224
81 N 8.39280 3.34652 0.37169  C79 1.359, C82 1.446, H86 1.011
82 C 8.44219 4.32617 -0.69140  N81 1.446, H87 1.093, H88 1.093, H89 1.087
83 H 11.44830 2.00783 0.68020  C78 1.089
84 H 10.70065 2.44519 -0.86150  C78 1.091
85 H 11.13575 3.71205 0.32703  C78 1.091
86 H 7.51330 3.19980 0.84816  N81 1.011
87 H 8.15164 5.29688 -0.28252  C82 1.093
88 H 7.72038 4.03885 -1.45959  C82 1.093
89 H 9.43108 4.40333 -1.13521  C82 1.087
90 C 4.85299 5.27441 0.34102  C91 1.506, H95 1.089, H96 1.091, H97 1.091
91 C 4.52515 3.86593 -0.07861  C90 1.506, O92 1.223, N93 1.361
92 O 5.31872 2.94494 0.05419  C91 1.223
93 N 3.29896 3.63154 -0.62150  C91 1.361, C94 1.449, H98 1.009
94 C 2.22894 4.57850 -0.86009  N93 1.449, H99 1.093, H100 1.092, H101 1.086
95 H 5.86015 5.29969 0.75323  C90 1.089
96 H 4.81609 5.94398 -0.52011  C90 1.091
97 H 4.15719 5.61121 1.11146  C90 1.091
98 H 3.15236 2.66651 -0.87806  N93 1.009
99 H 1.34458 4.24817 -0.30911  C94 1.093
100 H 1.99812 4.57895 -1.92760  C94 1.092
101 H 2.49271 5.58491 -0.54779  C94 1.086
102 C -12.76239 0.52564 2.47603  C103 1.506, H107 1.089, H108 1.091, H109 1.091
103 C -11.75396 0.78823 3.56304  C102 1.506, O104 1.227, N105 1.355
104 O -10.55766 0.56089 3.41086  C103 1.227
105 N -12.20378 1.29149 4.73847  C103 1.355, C106 1.450, H110 1.009
106 C -13.56531 1.62392 5.10895  N105 1.450, H111 1.092, H112 1.092, H113 1.086
107 H -12.25064 0.12614 1.60195  C102 1.089
108 H -13.49669 -0.20860 2.81099  C102 1.091
109 H -13.25980 1.45368 2.18979  C102 1.091
110 H -11.47198 1.44095 5.41759  N105 1.009
111 H -13.60367 2.68290 5.37078  C106 1.092
112 H -13.83843 1.03507 5.98651  C106 1.092
113 H -14.27040 1.42472 4.30690  C106 1.086

# 2
This record from the Open Molecules 2025 dataset describes one molecule with the formula C5H5NO in a non-equilibrium geometry. The level of theory is ωB97M-V/def2-TZVPD.

Properties
- Spin multiplicity: 1
- ΔE to the lowest compared entry with this formula, charge and spin: 80.93 kcal/mol
- Total charge: 0

Each atom is followed by the atoms it is bonded to, with distances in Å.
Geometry (Å):
1 N -0.11880 -2.57602 -1.87679  C2 1.155
2 C 0.04990 -1.65407 -1.20266  N1 1.155, C3 1.442
3 C 0.03502 -0.49019 -0.35181  C2 1.442, C4 1.523, C5 1.752, C6 1.527, O7 1.531
4 C 0.33939 0.97045 -0.65761  C3 1.523, C5 1.569, H8 1.093, H9 1.097
5 C -0.58041 0.84059 0.60670  C3 1.752, C4 1.569, C6 1.551, O7 1.439, H10 1.082
6 C 0.34095 -0.29152 1.13098  C3 1.527, C5 1.551, H11 1.092, H12 1.092
7 O -1.42072 -0.12672 -0.04836  C3 1.531, C5 1.439
8 H 1.31901 1.38914 -0.41214  C4 1.093
9 H -0.02070 1.29686 -1.64072  C4 1.097
10 H -0.99757 1.66034 1.17725  C5 1.082
11 H 1.33611 0.02399 1.45222  C6 1.092
12 H -0.09201 -1.08183 1.74706  C6 1.092

# 3
This record from the Open Molecules 2025 dataset describes one molecule with the formula C3H6INOS in a non-equilibrium geometry. The level of theory is ωB97M-V/def2-TZVPD.

Properties
- Spin multiplicity: 1
- Structure (SMILES): CC(=O)N(C)SI
- ΔE to the lowest compared entry with this formula, charge and spin: 31.69 kcal/mol
- Total charge: 0

Each atom is followed by the atoms it is bonded to, with distances in Å.
Geometry (Å):
1 C 0.74949 -0.64540 0.01317  C2 1.561, N4 1.436, O5 1.203
2 C -0.08147 -1.79509 0.66347  C1 1.561, H8 1.045, H9 1.089, H10 1.064
3 C 0.59384 1.75083 -0.63519  N4 1.388, H11 1.183, H12 1.070, H13 1.065
4 N 0.20693 0.67665 0.15336  C1 1.436, C3 1.388, S6 2.052
5 O 1.73374 -0.75625 -0.66968  C1 1.203
6 S -1.54155 0.92687 1.19808  N4 2.052, I7 2.377
7 I -3.08813 0.27359 -0.48465  S6 2.377
8 H -1.09137 -1.77224 0.39479  C2 1.045
9 H 0.12970 -2.01033 1.70962  C2 1.089
10 H 0.24374 -2.70504 0.21729  C2 1.064
11 H 0.99974 2.63923 0.03310  C3 1.183
12 H 1.34286 1.38219 -1.30400  C3 1.070
13 H -0.19753 2.03499 -1.28935  C3 1.065

| no. | E_HOMO (eV) | LUMO level (eV) |
| --- | --- | --- |
| 1 | -10.43 | -2.53 |
| 2 | -10.37 | 0.76 |
| 3 | -9.36 | -0.97 |